# 1
C39H42CdN7O3S6 as an isolated structure, computed with wB97M-V/def2-TZVPD.

Each line ends with the Mulliken charge.
Element x y z (Å)
1 Cd -0.6035 -0.4808 0.3969  2.43
2 C 2.1472 2.4965 4.7453  -0.52
3 C 2.6481 1.5628 3.8462  -0.48
4 C 2.0141 1.3370 2.6389  0.43
5 C 0.8499 2.0382 2.2978  -0.57
6 C 0.3772 3.0133 3.1944  -0.12
7 C 1.0161 3.2282 4.4010  -0.68
8 N 0.2069 1.7232 1.1105  0.16
9 N -0.6461 2.6496 0.7322  -0.76
10 C -1.4154 2.3878 -0.3497  0.00
11 C -2.1752 3.4599 -0.8661  -0.46
12 C -2.9638 3.2565 -1.9695  -0.33
13 C -2.9979 1.9913 -2.5586  -0.84
14 C -2.2450 0.9800 -1.9966  -0.57
15 N -1.4871 1.1558 -0.9110  0.26
16 H 2.6225 2.6419 5.7077  0.38
17 H 3.5401 1.0000 4.0968  0.40
18 H 2.3832 0.5900 1.9504  0.07
19 H -0.5103 3.5661 2.9227  0.45
20 H 0.6222 3.9699 5.0866  0.37
21 H -2.1042 4.4180 -0.3718  0.46
22 H -3.5515 4.0682 -2.3811  0.36
23 H -3.5910 1.7890 -3.4388  0.42
24 H -2.2508 -0.0094 -2.4269  0.40
25 O -2.4284 -7.1080 0.5387  -0.60
26 C -2.3468 -5.9194 0.3663  0.52
27 S -1.7081 -5.1822 -1.1024  -0.07
28 C -1.8890 -3.4987 -0.6259  -0.17
29 C -2.4408 -3.2787 0.6348  0.23
30 S -2.7952 -1.7652 1.2931  -0.41
31 S -2.8594 -4.7152 1.5561  -0.17
32 S -1.4075 -2.2937 -1.6886  -0.33
33 C 7.5553 -3.0744 -0.0653  -1.59
34 C 6.0759 -2.9196 0.1632  1.24
35 C 5.5182 -1.6790 0.4604  -1.17
36 C 4.1482 -1.5319 0.6068  -0.67
37 C 3.3249 -2.6366 0.4709  -0.75
38 C 3.8610 -3.8864 0.2078  -0.19
39 C 5.2320 -4.0229 0.0587  -0.69
40 S 1.5501 -2.4235 0.3614  1.18
41 O 0.9865 -3.7452 0.2340  -0.79
42 O 1.4190 -1.5321 -0.7852  -0.85
43 N 0.9282 -1.5986 1.5525  2.14
44 C 1.0374 -1.8640 2.8944  -0.13
45 C 1.9939 -2.6863 3.4679  -0.84
46 C 2.1033 -2.8145 4.8600  -1.07
47 C 1.2700 -2.1399 5.7082  -1.01
48 C 0.2507 -1.3234 5.1741  0.97
49 C -0.6757 -0.6201 5.9742  -0.80
50 C -1.6394 0.1452 5.3832  -0.93
51 C -1.6853 0.2099 3.9799  -0.50
52 N -0.8436 -0.4260 3.2095  0.29
53 C 0.1208 -1.1835 3.7707  -0.36
54 H 8.0299 -2.1072 -0.2241  0.36
55 H 7.7384 -3.6974 -0.9412  0.38
56 H 8.0361 -3.5537 0.7898  0.29
57 H 6.1607 -0.8112 0.5513  0.35
58 H 3.7081 -0.5617 0.8018  0.31
59 H 3.1858 -4.7265 0.1076  0.56
60 H 5.6480 -4.9977 -0.1681  0.39
61 H 2.6738 -3.2271 2.8242  0.49
62 H 2.8732 -3.4607 5.2644  0.40
63 H 1.3668 -2.2329 6.7830  0.38
64 H -0.6064 -0.7037 7.0528  0.40
65 H -2.3595 0.6981 5.9715  0.41
66 H -2.4325 0.8136 3.4736  0.49
67 C 0.1851 -3.7342 -7.1159  -1.15
68 C 1.0533 -4.6079 -6.2095  -0.40
69 C 0.8788 -4.3378 -4.7096  -1.00
70 C 1.6411 -3.1289 -4.1815  0.26
71 N 1.0101 -1.8857 -4.6311  0.37
72 C 1.2126 -0.6365 -4.1553  -0.63
73 S 0.0237 0.5390 -4.3759  -0.41
74 N 2.3932 -0.2448 -3.6529  0.18
75 C 3.6781 -0.9102 -3.6682  -0.60
76 C 4.2923 -1.0094 -5.0711  -0.54
77 C 4.8283 0.3075 -5.6409  -0.66
78 C 3.7477 1.3155 -6.0323  -1.04
79 H 0.2970 -4.0459 -8.1561  0.38
80 H 0.4660 -2.6844 -7.0441  0.26
81 H -0.8690 -3.8308 -6.8485  0.27
82 H 2.1051 -4.4665 -6.4777  0.24
83 H 0.8072 -5.6560 -6.3999  0.37
84 H 1.2343 -5.2069 -4.1529  0.37
85 H -0.1818 -4.2160 -4.4721  0.35
86 H 2.6744 -3.1752 -4.5425  0.38
87 H 1.6557 -3.1661 -3.0918  -0.46
88 H 0.0351 -2.0108 -4.8589  0.38
89 H 2.3362 0.6637 -3.2283  0.38
90 H 3.5942 -1.9099 -3.2371  -0.10
91 H 4.3420 -0.3377 -3.0185  0.72
92 H 3.5373 -1.4109 -5.7544  0.15
93 H 5.1154 -1.7290 -5.0190  0.46
94 H 5.4210 0.0706 -6.5293  0.35
95 H 5.5067 0.7643 -4.9127  0.30
96 H 3.0232 0.8606 -6.7097  0.24
97 H 4.1957 2.1756 -6.5335  0.40
98 H 3.1965 1.6823 -5.1697  0.24

Spin multiplicity   1
Calculated total energy   -127277.3722 eV
HOMO-LUMO gap (alpha / beta)   4.59 / 6.67 eV
HOMO energy (alpha / beta)   -3.487 / -4.584 eV
Relative energy (zero: lowest compared OMol25 entry of this formula, charge and spin)   2.4775 eV
Total charge   -1
Maximum force   0.939 eV/Å


# 2
C39H42N8O3Sr as an isolated structure in a non-equilibrium geometry, computed with wB97M-V/def2-TZVPD.

Each line ends with the Mulliken charge.
Element x y z (Å)
1 Sr -0.0052 -0.6698 -1.0457  2.02
2 N 0.9685 -3.5324 -0.1872  -0.36
3 C 0.1274 -3.9121 -1.3150  -0.74
4 C -0.8795 -2.7835 -1.4494  0.58
5 O -1.3576 -2.3501 -0.3819  -0.72
6 N -1.1011 -2.1291 -2.5559  -0.60
7 C -0.4941 -2.5150 -3.7591  -0.58
8 C 0.9953 -0.7464 -3.5149  -0.47
9 O 1.5518 -0.4124 -2.4822  -0.59
10 O 0.8839 -2.0681 -3.8342  -0.48
11 H 1.5847 -4.2990 0.0677  0.29
12 H 0.3426 -3.3648 0.5976  0.16
13 H -0.4140 -4.8606 -1.1617  0.30
14 H 0.7538 -4.0127 -2.1988  0.47
15 H -1.0621 -2.0668 -4.5874  0.53
16 H -0.4361 -3.6018 -3.9196  0.35
17 C 3.6735 2.6084 -1.9523  -2.69
18 C 3.9386 1.3750 -1.1320  1.48
19 C 4.4536 0.2191 -1.7158  1.19
20 C 4.9209 0.2088 -3.1457  -2.31
21 C 4.5530 -0.9553 -0.9635  1.46
22 C 5.1425 -2.1908 -1.5892  -2.21
23 C 4.0710 -0.9830 0.3448  1.29
24 C 4.0605 -2.2709 1.1264  -2.67
25 C 3.6511 0.2023 0.9593  1.24
26 C 3.2202 0.1519 2.4035  -2.11
27 C 3.6483 1.3959 0.2366  0.66
28 C 3.3859 2.7231 0.9003  -2.43
29 H 4.5552 3.2474 -2.0241  0.38
30 H 2.8607 3.1793 -1.5143  0.45
31 H 3.3606 2.3339 -2.9549  0.45
32 H 5.9495 -0.1463 -3.2116  0.46
33 H 4.8904 1.1956 -3.5920  0.41
34 H 4.2949 -0.4578 -3.7383  0.32
35 H 5.9636 -1.9367 -2.2541  0.41
36 H 4.3871 -2.7099 -2.1803  0.23
37 H 5.5316 -2.8750 -0.8414  0.54
38 H 4.9943 -2.3923 1.6792  0.37
39 H 3.9355 -3.1243 0.4686  0.47
40 H 3.2421 -2.2899 1.8397  0.48
41 H 2.9649 1.1312 2.7902  0.39
42 H 4.0105 -0.2680 3.0258  0.46
43 H 2.3350 -0.4787 2.5057  0.01
44 H 3.7152 2.7173 1.9358  0.60
45 H 2.3289 2.9840 0.8714  0.30
46 H 3.9415 3.5070 0.3937  0.47
47 C -1.3125 4.5715 0.9951  -0.80
48 C -1.6092 4.7166 -0.3518  -0.60
49 C -1.2108 3.7657 -1.2700  -0.49
50 C -0.5076 2.6238 -0.8531  -0.13
51 C -0.1855 2.5074 0.5038  -0.03
52 C -0.5932 3.4615 1.4168  -0.90
53 N -0.1420 1.6114 -1.7313  1.20
54 N -0.0057 2.0809 -2.9552  -1.02
55 C 0.2501 1.5296 -4.0798  0.37
56 C 0.1923 2.4172 -5.2084  -1.06
57 C 0.0928 1.9930 -6.4838  -0.43
58 C 0.1157 0.5871 -6.7433  -0.63
59 C 0.3225 -0.2742 -5.7386  -0.51
60 N 0.4918 0.1290 -4.4109  0.90
61 H -1.6371 5.3126 1.7109  0.41
62 H -2.1685 5.5793 -0.6864  0.39
63 H -1.4465 3.8816 -2.3175  0.47
64 H 0.4078 1.6434 0.8016  0.49
65 H -0.3460 3.3441 2.4642  0.44
66 H 0.1581 3.4653 -4.9581  0.43
67 H -0.0037 2.6808 -7.3070  0.40
68 H 0.0013 0.2169 -7.7491  0.41
69 H 0.4450 -1.3303 -5.9148  0.49
70 N -5.8190 -0.7491 3.8336  0.02
71 C -6.4330 -0.9383 5.0411  0.64
72 C -7.7550 -0.8611 5.4532  -0.98
73 C -8.0047 -1.0762 6.7932  -0.41
74 C -6.9781 -1.3739 7.6956  -0.45
75 C -5.6643 -1.4676 7.2923  -0.77
76 C -5.3835 -1.2433 5.9455  0.55
77 N -4.1928 -1.2272 5.2810  -0.63
78 C -4.4706 -0.9214 4.0382  -0.26
79 C -3.4584 -0.7055 3.0245  1.19
80 C -3.7325 -0.2175 1.7458  -1.12
81 C -2.6816 0.0611 0.8902  -0.34
82 N -1.4076 -0.1224 1.2081  0.69
83 C -1.1438 -0.6074 2.4167  -0.76
84 C -2.1151 -0.9053 3.3528  -0.75
85 H -6.2761 -0.5278 2.9655  0.17
86 H -8.5503 -0.6256 4.7609  0.38
87 H -9.0181 -0.9997 7.1589  0.38
88 H -7.2319 -1.5166 8.7362  0.38
89 H -4.8728 -1.6962 7.9873  0.44
90 H -4.7423 -0.0381 1.4146  0.27
91 H -2.8570 0.4687 -0.0964  0.42
92 H -0.0927 -0.7278 2.6529  0.36
93 H -1.8661 -1.2753 4.3345  0.53

Spin multiplicity   1
Calculated total energy   -60024.3739 eV
HOMO-LUMO gap   5.96 eV
HOMO energy   -6.219 eV
Relative energy (zero: lowest compared OMol25 entry of this formula, charge and spin)   3.3941 eV
Maximum force   5.567 eV/Å